No. 1
The molecule C7H8 at a distorted geometry, computed with wB97M-V/def2-TZVPD.

Output
total charge: 0
relative energy (zero: lowest compared OMol25 entry of this formula, charge and spin): 315.8 kJ/mol
max |F|: 4.52 eV/Å
SMILES string: Cc1ccccc1
gap between HOMO and LUMO: 8.622 eV
E_HOMO: -0.2963 hartree
molecular weight: 92.1 g mol⁻¹

```
15
Properties=species:S:1:pos:R:3:forces:R:3
C 1.2239 -1.8993 -0.7059 0.38 0.04 -2.01
C 0.4669 -0.6438 -0.2445 -1.45 -3.59 -2.33
C 1.1309 0.3440 0.4245 -2.96 -0.55 0.15
C 0.3925 1.4149 0.7766 0.73 1.63 0.18
C -0.9054 1.5876 0.1929 1.22 1.37 1.08
C -1.6803 0.4307 0.0985 0.21 -0.76 -1.81
C -0.9591 -0.7425 -0.3890 1.00 1.85 1.70
H 2.3248 -1.7296 -0.9383 -1.27 0.06 0.66
H 0.8169 -2.2051 -1.8240 0.66 0.07 3.22
H 1.1521 -2.6174 0.1622 -0.01 0.03 -1.57
H 1.9840 0.1132 0.9199 2.89 -0.44 0.95
H 0.9338 2.0253 1.5614 -1.18 0.53 -1.56
H -1.0524 2.5936 -0.3094 -1.22 -0.85 1.87
H -2.7638 0.5287 0.3476 0.71 -0.34 -1.33
H -1.4122 -1.6590 -0.8379 0.28 0.96 0.80
```
Forces are in eV/Å.

=====

No. 2
A 2-piece molecular cluster, C15H18O overall at a distorted geometry, computed with wB97M-V/def2-TZVPD.

Output
total charge: 0
relative energy (zero: lowest compared OMol25 entry of this formula, charge and spin): 106.4 kJ/mol
max |F|: 2.54 eV/Å
SMILES string: Cc1ccc(O)cc1.CCc1ccccc1
gap between HOMO and LUMO: 9.219 eV
E_HOMO: -0.3099 hartree
molecular weight: 214.3 g mol⁻¹

```
34
Properties=species:S:1:pos:R:3:forces:R:3
C 1.8667 3.5982 -1.5629 -0.83 1.85 -0.75
C 2.0340 2.2686 -0.9074 -0.86 0.28 -1.41
C 2.6559 2.1698 0.3182 -1.09 -0.44 0.83
C 2.8667 0.9222 0.9078 0.30 0.83 -0.88
C 2.7626 -0.1721 0.0789 0.10 -1.00 0.14
O 3.1724 -1.4261 0.4621 -0.21 -0.27 -0.34
C 2.2030 -0.0850 -1.1871 -0.82 0.87 -1.00
C 1.6412 1.1243 -1.6318 2.24 -0.11 1.20
H 2.4282 3.7692 -2.4908 0.65 -0.47 0.40
H 2.0675 4.4543 -0.9143 0.39 -0.24 0.19
H 0.8844 3.8911 -1.9723 -0.32 -0.85 0.53
H 2.7391 3.0600 0.9242 0.41 0.16 -0.07
H 3.2120 0.8718 1.9205 0.20 -0.26 0.35
H 3.7751 -1.3924 1.2026 0.14 0.22 0.28
H 2.2775 -0.8732 -1.9264 -0.27 -0.51 0.54
H 1.1751 1.2206 -2.6018 -0.03 -0.07 -0.02
C -2.6037 -0.2891 -1.8451 0.20 0.65 -0.96
C -1.4610 -0.5997 -0.8977 0.41 -0.75 0.55
C -1.8177 -1.2191 0.4386 -0.55 -1.66 -0.91
C -3.1200 -1.2391 0.9521 1.06 0.50 -0.06
C -3.3320 -1.6960 2.2427 -0.72 0.00 -0.26
C -2.3284 -2.3102 2.9826 -0.47 1.17 0.17
C -1.0832 -2.4156 2.3995 0.83 -0.85 -0.70
C -0.8612 -2.0112 1.0808 -0.28 1.24 0.89
H -2.9159 0.7553 -1.8785 -0.15 0.02 0.53
H -3.4738 -0.9184 -1.7018 -0.11 -0.09 0.19
H -2.3025 -0.4542 -2.8853 0.16 -0.19 0.13
H -0.7737 -1.2935 -1.3890 -0.06 -0.11 -0.01
H -0.7901 0.2119 -0.6173 -0.30 0.60 -0.46
H -3.9135 -0.8671 0.3196 -0.19 0.31 0.38
H -4.3193 -1.5070 2.6553 0.08 -0.41 0.16
H -2.5602 -2.5145 4.0201 0.37 -0.37 -0.02
H -0.2140 -2.8592 2.8751 -0.34 -0.17 0.37
H 0.1090 -2.1744 0.6287 0.08 0.12 0.01
```
Forces are in eV/Å.

=====

No. 3
A 13-piece molecular cluster, C46H99BIN14O15 overall at a distorted geometry, computed with wB97M-V/def2-TZVPD.

Output
total charge: +1
relative energy (zero: lowest compared OMol25 entry of this formula, charge and spin): 0.0 kJ/mol
max |F|: 2.09 eV/Å
gap between HOMO and LUMO: 6.761 eV
E_HOMO: -0.3739 hartree
molecular weight: 1226.1 g mol⁻¹

```
176
Properties=species:S:1:pos:R:3:forces:R:3
C -1.2886 1.3204 0.6197 0.73 -0.07 -0.58
C -1.1110 0.1323 0.6397 0.11 -0.44 -0.11
C -0.7774 -1.3243 0.5184 -0.39 1.23 0.36
C 0.3548 -1.4207 -0.4861 -1.70 0.56 1.08
C 0.4701 -0.5854 -1.5512 0.95 -1.23 0.45
N 1.6400 -1.0087 -2.1546 0.32 0.51 -1.73
B 2.3057 -0.4269 -3.3843 0.45 0.82 -0.92
O 2.0167 -0.8351 -4.6584 0.52 -0.30 1.45
O 3.2564 0.5355 -3.1612 -0.22 -0.99 0.18
C 2.1999 -2.0290 -1.5144 -0.48 0.01 0.25
I 3.9980 -2.8976 -2.1492 -0.74 0.16 0.42
N 1.4021 -2.2994 -0.4552 0.69 -0.38 -0.52
C 1.7173 -3.3443 0.5177 0.49 -1.21 0.10
O 0.5864 -4.0790 0.8798 0.53 1.02 0.46
C 0.8275 -4.6853 2.1720 -1.07 -1.25 -0.07
C 1.8243 -5.8565 2.1249 0.72 -0.02 1.23
C 3.3056 -5.4697 2.4780 -0.64 0.42 -1.46
H -1.1519 2.3549 0.3619 -0.56 -0.15 0.44
H -0.5185 -1.6700 1.5260 -0.03 -0.34 -0.39
H -1.6877 -1.8135 0.1412 0.43 -0.30 0.27
H -0.1662 0.2298 -1.8717 0.30 -0.16 -0.10
H 2.8624 -0.7540 -5.1281 -0.44 0.27 -0.52
H 3.6151 0.4238 -2.2697 0.04 0.59 -0.07
H 2.4259 -4.0330 0.0203 -0.07 0.47 0.01
H 2.2528 -2.9372 1.3920 -0.42 0.29 -0.22
H -0.1486 -5.1091 2.4528 0.21 0.29 -0.22
H 1.0625 -3.9302 2.9416 0.22 -0.09 -0.40
H 1.7721 -6.4239 1.1841 -0.16 0.40 0.17
H 1.5086 -6.5686 2.9055 -0.12 0.26 -0.30
H 3.3412 -4.4167 2.8004 0.12 -0.48 0.36
H 3.8702 -5.4869 1.5290 0.20 -0.15 0.53
H 3.7626 -6.1440 3.2048 -0.06 0.26 -0.14
C -1.1001 3.0373 -5.9482 -0.21 0.13 -0.22
O -1.3408 2.7862 -4.7741 0.17 -0.15 0.12
N 0.0800 2.7998 -6.5519 -0.26 0.01 0.06
C 0.3252 3.1124 -7.9507 0.21 -0.11 0.22
C 1.1296 2.2074 -5.7523 -0.13 0.13 0.15
H -1.8521 3.4875 -6.6126 -0.01 0.03 -0.03
H 0.5869 2.1952 -8.4831 0.00 0.08 -0.12
H 1.1496 3.8214 -8.0245 -0.03 -0.02 -0.23
H -0.5599 3.5500 -8.4084 -0.03 0.00 0.11
H 0.7939 1.2453 -5.3643 0.07 0.00 0.01
H 1.3441 2.8649 -4.9063 0.14 -0.12 0.04
H 2.0325 2.0664 -6.3434 -0.07 0.06 -0.09
C 0.1905 0.9743 4.0297 0.00 0.03 -0.06
O 0.3644 -0.0653 4.6468 0.01 -0.04 0.02
N -0.1824 2.1435 4.5720 0.05 -0.03 -0.17
C -0.3683 3.3380 3.7729 -0.02 -0.03 0.28
C -0.4089 2.2122 6.0080 0.08 -0.36 -0.01
H 0.3205 1.0200 2.9366 0.02 0.13 0.00
H 0.3112 4.1179 4.1220 -0.06 0.08 -0.09
H -1.3982 3.6867 3.8736 0.04 0.10 -0.09
H -0.1639 3.1322 2.7237 0.02 -0.07 0.04
H 0.5048 1.9357 6.5354 -0.05 0.10 0.10
H -1.1959 1.5066 6.2790 -0.01 0.06 0.06
H -0.7043 3.2187 6.2944 0.03 0.01 -0.10
C -4.8389 3.7078 -8.0276 -0.17 -0.09 0.02
O -3.8455 4.3759 -7.7978 0.16 -0.02 0.09
N -5.7081 3.2764 -7.0957 0.09 0.02 -0.23
C -6.8739 2.4833 -7.4362 0.10 0.09 0.25
C -5.4692 3.6175 -5.7014 0.03 0.10 -0.26
H -5.1082 3.3958 -9.0504 -0.03 -0.01 0.00
H -7.7767 3.0106 -7.1227 -0.07 -0.13 -0.04
H -6.8226 1.5218 -6.9215 -0.14 -0.01 -0.04
H -6.9191 2.3095 -8.5098 0.06 0.05 0.00
H -5.4502 4.7026 -5.5910 0.07 0.01 0.07
H -4.5001 3.2219 -5.3901 0.01 0.06 0.03
H -6.2535 3.1996 -5.0732 0.01 0.09 -0.27
C -0.5220 -4.7942 6.8963 -0.02 0.01 0.05
O -0.5756 -5.7736 7.6134 0.00 0.02 0.02
N -0.8165 -3.5357 7.2722 0.05 -0.08 -0.28
C -0.7255 -2.4186 6.3526 -0.08 -0.07 0.44
C -1.2376 -3.2852 8.6425 0.06 -0.24 -0.12
H -0.2140 -4.8656 5.8361 0.00 0.06 -0.04
H -0.0116 -1.6897 6.7377 -0.04 0.12 -0.19
H -1.7066 -1.9469 6.2588 0.08 0.13 -0.11
H -0.3960 -2.7505 5.3698 0.02 -0.02 0.03
H -0.4526 -3.6081 9.3270 -0.09 0.04 0.09
H -2.1403 -3.8585 8.8566 0.02 0.04 0.11
H -1.4342 -2.2273 8.7879 0.01 -0.03 -0.02
C 3.7861 2.6684 7.0972 0.09 -0.01 -0.06
O 2.6276 2.7703 7.4674 -0.13 -0.05 0.07
N 4.4759 1.5180 7.0433 0.13 0.13 -0.06
C 5.8573 1.4630 6.5952 -0.04 -0.21 0.13
C 3.8163 0.2870 7.4476 -0.22 0.18 -0.07
H 4.3723 3.5427 6.7691 0.02 -0.02 0.00
H 5.9290 0.8110 5.7217 0.11 0.05 -0.01
H 6.4812 1.0633 7.3966 0.06 -0.01 -0.07
H 6.2129 2.4566 6.3272 -0.09 0.02 0.01
H 2.9374 0.1233 6.8204 -0.03 -0.08 0.08
H 3.4897 0.3788 8.4843 -0.07 -0.17 -0.02
H 4.4977 -0.5542 7.3520 0.08 0.09 0.03
C 5.7267 0.9477 10.2824 -0.06 0.10 -0.04
O 6.5487 0.2515 9.7132 0.01 -0.03 0.03
N 5.6124 1.0828 11.6149 -0.11 0.07 -0.07
C 4.6052 1.9338 12.2183 0.20 -0.17 0.10
C 6.5292 0.3514 12.4749 0.06 -0.06 -0.24
H 4.9864 1.5451 9.7227 -0.02 0.06 0.07
H 5.0922 2.7046 12.8188 -0.14 0.05 0.03
H 3.9586 1.3324 12.8609 -0.07 0.12 0.03
H 3.9980 2.4123 11.4513 0.05 -0.04 -0.04
H 7.5544 0.6450 12.2471 0.02 -0.08 0.08
H 6.4275 -0.7184 12.2888 0.09 0.00 0.07
H 6.3122 0.5627 13.5191 -0.06 0.05 -0.05
C 2.3047 6.3734 -8.1132 0.02 0.04 -0.01
O 2.1243 5.7984 -9.1704 -0.03 0.01 0.02
N 1.9283 7.6380 -7.8491 0.10 -0.07 0.19
C 2.1744 8.2643 -6.5651 -0.14 0.10 -0.26
C 1.2526 8.3978 -8.8886 0.05 -0.24 -0.11
H 2.8083 5.8845 -7.2604 0.00 0.05 0.05
H 1.2238 8.5594 -6.1160 0.08 0.05 0.11
H 2.7962 9.1507 -6.7055 -0.01 0.01 0.15
H 2.6850 7.5757 -5.8942 -0.01 -0.03 -0.06
H 0.3358 7.8829 -9.1781 0.00 0.09 -0.07
H 1.8985 8.4706 -9.7643 -0.09 0.05 -0.04
H 1.0130 9.3951 -8.5276 0.04 -0.04 0.07
C -5.6453 2.1627 -3.0170 0.29 -0.09 0.34
O -6.8262 2.1319 -3.3062 -0.18 -0.21 0.05
N -4.9240 1.1090 -2.5863 0.02 0.25 -0.09
C -3.5194 1.2265 -2.2657 -0.17 -0.20 0.03
C -5.5780 -0.1850 -2.4411 -0.21 0.33 -0.29
H -5.0515 3.0909 -3.0904 0.04 -0.09 0.08
H -2.9484 0.5503 -2.9094 0.16 0.11 0.04
H -3.3600 0.9509 -1.2206 0.10 0.01 -0.01
H -3.1700 2.2462 -2.4235 -0.02 -0.04 -0.10
H -5.9825 -0.4937 -3.4074 0.01 -0.09 0.04
H -6.3959 -0.0990 -1.7349 0.01 -0.16 -0.02
H -4.8683 -0.9288 -2.0866 0.02 0.08 0.04
C -0.9273 0.0614 11.0054 0.04 -0.03 0.08
O -1.6726 -0.8504 10.7005 -0.03 0.11 -0.10
N -0.8831 1.2603 10.3914 0.16 0.01 0.15
C 0.0337 2.3071 10.8020 -0.17 0.01 -0.29
C -1.7851 1.5074 9.2818 -0.06 -0.25 0.12
H -0.2051 -0.0283 11.8341 0.01 0.05 0.00
H -0.5335 3.1910 11.1013 0.13 0.06 0.05
H 0.6894 2.5653 9.9667 0.07 0.09 0.08
H 0.6419 1.9751 11.6417 -0.06 -0.06 0.00
H -2.8169 1.3982 9.6193 -0.02 0.02 -0.12
H -1.6009 0.7756 8.4936 -0.09 0.05 -0.04
H -1.6324 2.5113 8.8917 0.07 -0.01 0.07
C 4.3860 -6.2770 -7.2176 0.04 -0.13 -0.13
O 4.2739 -7.2152 -6.4518 -0.06 0.11 0.15
N 4.1234 -4.9917 -6.9015 0.04 0.19 -0.12
C 4.2766 -3.9115 -7.8625 0.17 0.05 0.95
C 3.6755 -4.6921 -5.5590 0.08 -0.34 -0.10
H 4.7200 -6.4073 -8.2594 -0.01 0.08 -0.01
H 5.0086 -3.1918 -7.4800 -0.05 0.07 -0.04
H 3.3160 -3.4130 -8.0010 0.07 0.07 -0.18
H 4.6167 -4.2897 -8.8099 0.05 -0.07 0.05
H 4.4350 -5.0200 -4.8431 -0.11 0.01 0.11
H 2.7501 -5.2345 -5.3532 0.02 0.05 0.18
H 3.5040 -3.6224 -5.4486 0.00 0.00 -0.12
C 2.9700 -4.0511 -11.4739 0.07 0.03 -0.15
O 3.6758 -4.1660 -10.4837 -0.39 -0.09 -0.64
N 1.7403 -4.5735 -11.6040 0.03 0.09 -0.11
C 0.9519 -4.3999 -12.8101 -0.06 -0.14 0.23
C 1.1834 -5.3376 -10.4996 0.26 0.07 0.05
H 3.3013 -3.4921 -12.3632 -0.02 0.00 0.00
H 0.0194 -3.8884 -12.5642 -0.03 -0.01 -0.14
H 0.7239 -5.3774 -13.2388 -0.06 0.07 -0.10
H 1.4977 -3.8097 -13.5433 0.04 -0.01 0.06
H 1.1308 -4.7071 -9.6105 -0.05 -0.10 0.05
H 1.8309 -6.1880 -10.2816 -0.08 -0.02 0.08
H 0.1881 -5.6930 -10.7542 0.03 0.04 -0.07
C -7.6177 -1.2159 1.0541 -0.02 0.00 0.06
O -7.0081 -1.1746 -0.0013 -0.09 -0.11 0.17
N -8.9549 -1.2743 1.1671 0.07 0.00 0.16
C -9.6194 -1.3212 2.4557 -0.11 0.00 -0.27
C -9.7594 -1.2906 -0.0445 0.25 0.03 -0.08
H -7.0998 -1.2076 2.0276 -0.04 0.00 0.02
H -10.2074 -2.2380 2.5284 -0.03 0.05 0.13
H -10.2826 -0.4598 2.5542 -0.03 -0.05 0.13
H -8.8908 -1.3021 3.2639 0.04 0.00 -0.06
H -9.4875 -2.1559 -0.6501 -0.08 0.05 -0.07
H -9.5625 -0.3881 -0.6245 -0.07 -0.05 -0.07
H -10.8157 -1.3390 0.2082 0.04 0.00 0.08
```
Forces are in eV/Å.